[1]
{"formula": "C3H6O3", "method": "wB97M-V/def2-TZVPD", "largest_force_ev_per_a": 5.6, "lumo_ev": 0.92, "e_tot_ev": -9346.6312, "e_above_lowest_kcal_mol": 108.05, "orbital_gap_ha": 0.4119, "smiles": "CCC1(O)OO1", "e_homo_ev": -10.3, "elements": ["C", "C", "C", "O", "O", "O", "H", "H", "H", "H", "H", "H"], "coordinates": [[1.59, -0.04, 0.10], [-0.79, 0.02, -0.40], [0.29, 0.67, 0.47], [2.77, 0.54, 0.13], [2.24, 0.13, -1.07], [1.60, -1.39, 0.50], [-0.84, 0.47, -1.43], [-1.86, 0.39, -0.16], [-0.71, -1.10, -0.24], [0.26, 0.69, 1.61], [0.30, 1.70, 0.00], [2.34, -1.68, -0.03]], "mulliken_charge": [0.769, -1.040, -0.300, -0.318, -0.335, -0.498, 0.298, 0.302, 0.284, 0.282, 0.222, 0.335]}



[2]
{"formula": "C59H52P3SiV", "method": "wB97M-V/def2-TZVPD", "total_charge": -1, "spin_multiplicity": 2, "largest_force_ev_per_a": 1.2, "lumo_ev": [2.63, 2.63], "e_tot_ev": -123458.7510, "e_above_lowest_kcal_mol": 18.55, "orbital_gap_ha": [0.2104, 0.1888], "s2": 0.797, "e_homo_ev": [-3.1, -2.5], "elements": ["V", "C", "C", "C", "C", "C", "C", "P", "C", "C", "C", "C", "C", "C", "C", "C", "C", "C", "C", "C", "Si", "C", "C", "C", "C", "C", "C", "P", "C", "C", "C", "C", "C", "C", "C", "C", "C", "C", "C", "C", "C", "C", "C", "C", "C", "C", "P", "C", "C", "C", "C", "C", "C", "C", "C", "C", "C", "C", "C", "H", "H", "H", "H", "H", "H", "H", "H", "H", "H", "H", "H", "H", "H", "H", "H", "H", "H", "H", "H", "H", "H", "H", "H", "H", "H", "H", "H", "H", "H", "H", "H", "H", "H", "H", "H", "H", "H", "H", "H", "H", "H", "C", "C", "C", "C", "C", "H", "H", "H", "H", "H", "H", "H", "H", "H", "H"], "coordinates": [[0.02, -0.74, 0.19], [-3.96, -2.35, 4.60], [-4.02, -0.99, 4.38], [-2.95, -0.32, 3.80], [-1.80, -1.01, 3.44], [-1.74, -2.38, 3.70], [-2.81, -3.05, 4.27], [-0.38, -0.30, 2.48], [0.92, -0.80, 3.71], [2.19, -1.08, 3.23], [3.25, -1.29, 4.10], [3.05, -1.25, 5.47], [1.76, -1.03, 5.96], [0.71, -0.82, 5.09], [-0.51, 1.51, 2.85], [-0.79, 2.00, 4.13], [-0.83, 3.36, 4.38], [-0.57, 4.26, 3.35], [-0.28, 3.78, 2.08], [-0.25, 2.42, 1.81], [0.00, 1.67, 0.05], [1.53, 2.45, -0.79], [1.78, 3.77, -1.17], [2.92, 4.11, -1.88], [3.82, 3.13, -2.26], [3.60, 1.81, -1.89], [2.46, 1.47, -1.16], [2.18, -0.25, -0.52], [2.46, -1.18, -2.08], [1.94, -0.66, -3.27], [1.99, -1.40, -4.44], [2.56, -2.67, -4.45], [3.06, -3.20, -3.27], [3.00, -2.47, -2.09], [3.89, -0.29, 0.26], [4.01, 0.56, 1.36], [5.24, 0.79, 1.96], [6.37, 0.16, 1.47], [6.27, -0.68, 0.37], [5.04, -0.90, -0.24], [-1.53, 2.40, -0.86], [-1.76, 3.71, -1.29], [-2.95, 4.06, -1.90], [-3.93, 3.10, -2.12], [-3.71, 1.80, -1.72], [-2.52, 1.44, -1.09], [-2.16, -0.30, -0.56], [-3.84, -0.59, 0.19], [-4.35, 0.46, 0.96], [-5.65, 0.43, 1.44], [-6.46, -0.67, 1.20], [-5.95, -1.74, 0.49], [-4.65, -1.70, -0.01], [-2.31, -1.10, -2.22], [-2.51, -2.47, -2.35], [-2.51, -3.08, -3.60], [-2.28, -2.33, -4.74], [-2.01, -0.97, -4.62], [-2.02, -0.37, -3.37], [-4.81, -2.87, 5.03], [-4.92, -0.44, 4.64], [-3.00, 0.75, 3.65], [-0.83, -2.91, 3.45], [-2.74, -4.11, 4.45], [2.32, -1.14, 2.16], [4.24, -1.50, 3.71], [3.87, -1.39, 6.16], [1.59, -1.03, 7.03], [-0.29, -0.69, 5.49], [-0.99, 1.31, 4.93], [-1.06, 3.72, 5.37], [-0.60, 5.33, 3.54], [-0.08, 4.49, 1.28], [1.09, 4.56, -0.89], [3.10, 5.15, -2.16], [4.71, 3.39, -2.83], [4.31, 1.04, -2.18], [1.49, 0.32, -3.26], [1.58, -0.99, -5.36], [2.60, -3.24, -5.37], [3.50, -4.19, -3.27], [3.35, -2.91, -1.16], [3.12, 1.07, 1.72], [5.31, 1.46, 2.81], [7.34, 0.32, 1.94], [7.16, -1.16, -0.03], [4.99, -1.53, -1.11], [-1.01, 4.47, -1.14], [-3.11, 5.09, -2.22], [-4.86, 3.38, -2.61], [-4.47, 1.04, -1.91], [-3.73, 1.33, 1.15], [-6.03, 1.28, 2.01], [-7.48, -0.69, 1.56], [-6.57, -2.61, 0.30], [-4.28, -2.55, -0.57], [-2.62, -3.08, -1.46], [-2.68, -4.15, -3.68], [-2.28, -2.80, -5.72], [-1.80, -0.38, -5.50], [-1.80, 0.69, -3.30], [1.08, -4.04, 1.28], [0.07, -3.94, 0.12], [-1.31, -4.35, 0.66], [0.46, -4.94, -0.98], [0.03, -2.51, -0.40], [1.14, -5.06, 1.66], [0.78, -3.37, 2.09], [2.07, -3.73, 0.95], [-1.23, -5.28, 1.25], [-2.00, -4.54, -0.16], [-1.73, -3.57, 1.28], [0.50, -5.97, -0.59], [1.43, -4.69, -1.40], [-0.28, -4.92, -1.78], [0.01, -2.51, -1.50]], "mulliken_charge": [-0.310, -0.738, -0.784, -0.513, 0.123, -0.512, -0.589, 2.279, 0.209, -0.402, -0.859, -0.811, -0.917, -0.193, -0.208, 0.066, -1.049, -0.875, -0.296, -0.357, 1.236, 0.929, -0.551, -0.832, -0.906, -0.568, -0.550, 1.846, 0.474, -0.672, -0.768, -0.856, -1.021, -0.268, 1.323, -0.558, -0.606, -0.731, -0.750, -0.485, 0.596, -0.523, -0.656, -1.055, 0.120, -1.420, 1.880, 0.355, 0.081, -0.807, -0.737, -0.685, -0.634, 0.885, 0.233, -0.974, -0.776, -0.720, -0.596, 0.373, 0.399, 0.408, 0.235, 0.426, 0.053, 0.520, 0.372, 0.411, 0.244, 0.352, 0.392, 0.401, 0.182, 0.128, 0.414, 0.387, 0.483, 0.277, 0.433, 0.375, 0.440, 0.688, 0.212, 0.440, 0.348, 0.416, 0.447, 0.049, 0.418, 0.379, 0.532, 0.259, 0.443, 0.360, 0.402, 0.306, -0.513, 0.438, 0.368, 0.450, 0.297, -1.318, 1.783, -1.462, -1.734, 0.661, 0.560, 0.017, 0.024, 0.498, 0.274, -0.103, 0.447, 0.212, 0.296, 0.884]}



[3]
{"formula": "C29H45As2F9N3O2PPtS2", "method": "wB97M-V/def2-TZVPD", "total_charge": 2, "largest_force_ev_per_a": 1.3, "lumo_ev": -6.96, "e_tot_ev": -219696.3767, "e_above_lowest_kcal_mol": 47.66, "orbital_gap_ha": 0.2402, "e_homo_ev": -13.5, "elements": ["Pt", "C", "As", "C", "C", "C", "C", "C", "C", "C", "As", "C", "C", "H", "H", "H", "H", "H", "H", "H", "H", "H", "H", "H", "H", "H", "H", "H", "H", "C", "C", "C", "C", "N", "C", "S", "N", "C", "H", "H", "H", "H", "H", "H", "H", "H", "O", "S", "N", "F", "C", "F", "F", "C", "O", "C", "F", "F", "F", "C", "F", "F", "F", "C", "C", "C", "P", "C", "C", "C", "C", "C", "C", "H", "H", "H", "H", "H", "H", "H", "H", "H", "H", "H", "H", "H", "H", "H", "H", "H", "H", "H", "H", "H"], "coordinates": [[0.21, 0.36, 0.11], [-5.32, -3.32, 0.19], [-3.65, -2.64, 0.91], [-4.29, -2.01, 2.64], [-2.73, -4.30, 1.33], [-3.03, -5.21, 2.34], [-2.37, -6.43, 2.41], [-1.41, -6.77, 1.47], [-1.07, -5.87, 0.47], [-1.71, -4.63, 0.42], [-1.05, -3.31, -0.85], [-2.15, -3.00, -2.39], [0.48, -4.19, -1.62], [-5.64, -4.24, 0.68], [-5.22, -3.51, -0.88], [-6.08, -2.55, 0.34], [-4.86, -2.77, 3.17], [-4.93, -1.15, 2.45], [-3.45, -1.70, 3.26], [-3.79, -4.97, 3.07], [-2.62, -7.13, 3.20], [-0.92, -7.73, 1.52], [-0.29, -6.14, -0.23], [-2.35, -4.03, -2.69], [-1.58, -2.48, -3.15], [-3.06, -2.47, -2.15], [0.19, -5.17, -2.01], [1.24, -4.30, -0.86], [0.85, -3.60, -2.46], [0.25, 6.65, 3.41], [0.46, 5.84, 2.18], [0.65, 6.34, 0.92], [0.81, 5.44, -0.14], [0.81, 4.11, 0.04], [0.61, 3.64, 1.25], [0.50, 1.98, 1.71], [0.45, 4.49, 2.31], [1.03, 5.93, -1.53], [0.49, 7.69, 3.22], [0.86, 6.28, 4.23], [-0.80, 6.59, 3.71], [0.65, 7.40, 0.75], [0.29, 4.08, 3.23], [0.48, 6.85, -1.72], [0.74, 5.16, -2.25], [2.09, 6.14, -1.67], [0.10, -2.18, 2.51], [-0.76, -1.60, 1.51], [-0.25, -1.97, 0.04], [-2.25, 3.29, 0.95], [-3.24, 2.45, 0.59], [-3.67, 1.86, 1.70], [-4.23, 3.19, 0.10], [-2.72, 1.38, -0.43], [-1.86, 0.54, 0.20], [-2.10, 2.08, -1.67], [-1.03, 2.82, -1.32], [-1.64, 1.14, -2.53], [-2.93, 2.88, -2.33], [-3.96, 0.55, -0.92], [-4.80, 1.24, -1.68], [-4.66, 0.06, 0.11], [-3.53, -0.49, -1.64], [1.54, -1.00, -2.65], [2.68, -1.07, -1.63], [4.01, -1.02, -2.39], [2.50, 0.21, -0.31], [3.01, 1.86, -0.94], [2.32, 2.21, -2.26], [4.51, 2.16, -1.01], [3.59, -0.20, 1.12], [3.01, -1.33, 1.96], [5.05, -0.54, 0.80], [1.62, -1.85, -3.34], [1.59, -0.10, -3.26], [0.54, -1.03, -2.20], [2.62, -2.01, -1.08], [4.06, -0.14, -3.04], [4.07, -1.90, -3.04], [4.89, -1.03, -1.75], [2.58, 2.52, -0.18], [2.79, 1.71, -3.10], [2.41, 3.28, -2.42], [1.25, 1.97, -2.25], [5.06, 1.43, -1.60], [4.96, 2.22, -0.02], [4.64, 3.13, -1.49], [3.55, 0.72, 1.71], [3.11, -2.29, 1.46], [1.96, -1.17, 2.19], [3.55, -1.39, 2.91], [5.12, -1.47, 0.23], [5.56, -0.72, 1.75], [5.60, 0.24, 0.28]], "mulliken_charge": [2.953, -1.173, 0.759, -1.304, 0.163, -0.688, -0.831, -0.802, -0.697, 0.661, 0.481, -0.974, -1.486, 0.423, 0.329, 0.416, 0.489, 0.409, 0.373, 0.416, 0.427, 0.426, 0.385, 0.488, 0.430, 0.179, 0.562, 0.445, 0.228, -1.464, 0.694, -1.117, 1.016, 0.177, 0.220, -0.728, 0.086, -1.523, 0.396, 0.404, 0.338, 0.493, 0.327, 0.491, 0.278, 0.307, -0.662, 0.734, -0.378, -0.067, 0.332, -0.198, -0.245, 1.390, -0.528, -0.331, -0.016, -0.257, -0.242, 0.294, -0.242, -0.268, -0.200, -1.461, 1.367, -1.679, -1.564, 1.664, -1.601, -1.676, 0.931, -1.427, -1.795, 0.536, 0.277, -0.110, 0.177, 0.263, 0.476, 0.382, -0.561, 0.337, 0.441, 0.158, 0.272, 0.402, 0.527, 0.459, 0.338, 0.152, 0.527, 0.358, 0.471, 0.362]}



[4]
{"formula": "C15H15BrNOV", "method": "wB97M-V/def2-TZVPD", "total_charge": -1, "spin_multiplicity": 4, "largest_force_ev_per_a": 7.4, "lumo_ev": [1.83, 1.82], "e_tot_ev": -115062.9003, "e_above_lowest_kcal_mol": 41.26, "orbital_gap_ha": [0.1557, 0.1549], "s2": 3.763, "e_homo_ev": [-2.4, -2.4], "elements": ["C", "C", "C", "H", "C", "C", "H", "H", "H", "H", "V", "Br", "C", "C", "C", "H", "C", "C", "H", "H", "H", "H", "O", "N", "C", "C", "C", "C", "C", "H", "H", "H", "H", "H"], "coordinates": [[-2.02, -0.87, -1.62], [-1.49, -1.36, -0.37], [-1.22, -0.24, 0.45], [-1.21, -2.37, -0.10], [-1.60, 0.94, -0.23], [-2.12, 0.55, -1.51], [-2.53, 1.23, -2.25], [-2.32, -1.47, -2.47], [-0.77, -0.28, 1.43], [-1.53, 1.94, 0.19], [-0.18, -0.11, -1.29], [1.40, -2.18, -1.47], [2.37, 0.72, -4.07], [1.27, 1.51, -4.52], [0.25, 0.62, -4.99], [1.23, 2.60, -4.53], [0.72, -0.71, -4.82], [2.04, -0.65, -4.26], [2.68, -1.50, -4.05], [3.31, 1.09, -3.65], [-0.70, 0.92, -5.43], [0.18, -1.62, -5.06], [1.76, 0.92, 0.83], [1.56, 0.76, 2.14], [1.02, 1.78, 2.89], [0.71, 1.54, 4.22], [0.74, 0.22, 4.69], [1.56, -0.71, 4.03], [1.88, -0.45, 2.72], [0.85, 2.73, 2.36], [0.45, 2.34, 4.93], [0.14, -0.10, 5.56], [1.91, -1.64, 4.50], [2.42, -1.17, 2.09]], "mulliken_charge": [-0.487, -0.671, -0.197, 0.482, -0.488, -0.377, 0.395, 0.413, 0.392, 0.405, 0.629, -0.656, -0.592, -0.553, -0.554, 0.370, -0.503, -0.600, 0.478, 0.366, 0.394, 0.370, -0.620, 0.444, -0.316, -0.382, -0.340, -0.324, -0.349, 0.402, 0.337, 0.364, 0.352, 0.417]}